32
Properties=species:S:1:pos:R:3:forces:R:3 method="wB97M-V/def2-TZVPD" e_homo_ev=-8.162 homo_lumo_gap_ev=4.02 e_tot_ha=-2947.7295 total_charge=0 fmax_ev_per_a=0.15 e_lumo_ev=-4.14
Cu -0.2138 1.7736 -2.3728 0.0 -0.1 0.1
F -3.2852 -1.0676 3.5755 0.0 0.0 0.0
C -2.0275 -1.3983 3.3323 0.0 0.0 0.0
C -1.4003 -2.2359 4.1693 0.0 0.0 0.0
F -2.0593 -2.7068 5.2133 0.0 0.0 0.0
C -0.0226 -2.6581 3.9777 0.0 0.0 0.0
C 0.6149 -2.0984 2.7973 0.0 0.0 0.0
C -0.0161 -1.2655 1.9593 0.0 0.0 0.0
F 0.6351 -0.7974 0.9041 0.0 0.0 0.0
C -1.3877 -0.8391 2.1564 0.0 0.0 0.0
C -2.0240 0.0164 1.3097 0.0 0.0 -0.1
C -1.4089 0.5616 0.1382 0.1 0.0 0.0
N -0.9691 1.0498 -0.7996 -0.1 0.0 -0.1
C -3.3704 0.4822 1.4777 0.0 0.0 0.1
N -4.4250 0.9264 1.5706 0.0 0.0 -0.1
F 1.8694 -2.4272 2.5468 0.0 0.0 0.0
C 0.6149 -3.5038 4.8279 0.0 0.0 0.0
C 1.9714 -3.9390 4.6538 0.0 0.0 0.0
N 3.0485 -4.3316 4.5920 0.0 0.0 0.0
C 0.0100 -4.0612 6.0039 0.0 0.1 0.1
N -0.3972 -4.5191 6.9747 0.0 0.0 0.0
C 1.7878 3.4062 -6.3478 0.0 0.0 0.0
C 1.8804 2.0629 -6.0143 0.0 0.0 0.0
C 1.2929 1.5923 -4.8462 0.0 0.0 0.0
C 0.5924 2.4298 -3.9655 0.0 0.1 0.0
C 0.5208 3.7816 -4.3363 0.0 0.0 0.0
C 1.1037 4.2664 -5.5009 0.0 0.0 0.0
H 2.2431 3.7794 -7.2569 0.0 0.0 0.0
H 2.4124 1.3803 -6.6670 0.0 0.0 0.0
H 1.3904 0.5346 -4.6230 0.0 0.0 0.0
H -0.0050 4.4872 -3.7014 0.0 0.0 0.0
H 1.0239 5.3186 -5.7490 0.0 0.0 0.0

=====

40
Properties=species:S:1:pos:R:3:forces:R:3 method="wB97M-V/def2-TZVPD" e_homo_ev="-2.151 / -2.132" homo_lumo_gap_ev="6.50 / 5.62" e_tot_ha=-6869.5497 total_charge=-2 multiplicity=2 fmax_ev_per_a=0.33 e_lumo_ev="4.34 / 3.49"
Cu 1.4695 0.8031 -2.3459 0.3 0.1 0.0
S 1.2376 2.9390 -1.6664 -0.2 -0.1 0.0
C 2.8564 3.5180 -1.8039 0.0 0.0 -0.1
C 3.0921 4.8698 -1.3945 0.0 0.1 0.0
N 3.2693 5.9636 -1.0811 0.0 0.0 0.0
C 3.8820 2.7750 -2.3036 -0.2 0.0 -0.1
S 3.6431 1.1858 -2.9503 0.0 -0.1 0.1
C 5.2094 3.2968 -2.3549 0.1 0.1 0.1
N 6.2894 3.6962 -2.3947 0.0 0.0 -0.1
N 1.9961 -2.2942 -2.0914 0.0 0.0 0.0
C 1.8355 -1.1536 -2.0045 -0.2 0.0 -0.3
H 2.1231 -3.2714 -1.9528 0.0 0.0 0.1
O -3.8630 -2.2471 -3.8174 0.0 0.1 0.0
S -3.7606 -0.7954 -3.9915 0.1 -0.3 -0.1
O -4.2922 -0.1407 -2.5118 0.0 0.2 0.0
N -2.2201 -0.3577 -4.0498 -0.2 0.1 -0.1
C -1.4792 0.0218 -3.0249 0.2 0.0 0.0
O -0.2870 0.3765 -3.2280 0.0 0.0 0.2
C -2.0484 0.0208 -1.6458 0.0 0.0 0.0
C -1.2417 0.1173 -0.5140 0.0 0.0 0.0
C -1.7800 0.0876 0.7592 0.0 0.0 -0.1
C -3.1531 -0.0374 0.9187 0.0 0.0 0.1
C -3.9798 -0.1357 -0.1843 0.0 0.0 -0.1
C -3.4279 -0.1019 -1.4599 0.0 0.0 0.0
H -0.1678 0.2121 -0.5980 0.0 0.0 -0.1
H -1.1181 0.1609 1.6093 0.0 0.0 0.1
H -3.5815 -0.0622 1.9141 0.0 0.0 0.0
H -5.0524 -0.2355 -0.0887 0.0 0.0 0.0
F -1.2402 -2.4024 5.8128 0.0 0.0 0.0
C -0.4584 -2.0146 4.7862 0.1 0.0 -0.1
C -0.0861 -0.6896 4.6407 0.0 -0.1 0.0
F -0.5148 0.2186 5.5365 0.0 0.0 0.0
C 0.7200 -0.3072 3.5833 0.0 0.0 0.1
F 1.0274 0.9960 3.5183 0.0 0.0 0.0
C 1.1988 -1.1982 2.6192 0.1 0.0 -0.2
Se 2.2868 -0.6503 1.1637 -0.1 0.0 0.2
C 0.7974 -2.5214 2.8084 0.0 -0.1 0.0
F 1.1845 -3.4827 1.9515 0.0 0.0 0.0
C -0.0070 -2.9329 3.8550 0.0 0.1 0.1
F -0.3593 -4.2268 3.9810 0.0 0.0 0.0